C23H56Cl6N3O12P2 | the ωB97M-V functional and the def2-TZVPD basis

```
102
C23H56Cl6N3O12P2 the ωB97M-V functional and the def2-TZVPD basis
C -0.26 -1.95 -0.24
C -0.79 -0.53 -0.21
O -2.01 -0.39 -0.75
H -0.23 -2.28 -1.29
H -0.93 -2.63 0.30
H 0.77 -2.03 0.14
H -0.02 0.11 -0.74
H -0.77 -0.14 0.85
C -4.69 -2.49 0.09
C -4.32 -3.20 -1.21
O -5.04 -4.05 -1.74
N -3.16 -2.83 -1.74
C -2.68 -3.31 -3.00
H -5.41 -3.11 0.63
H -5.10 -1.50 -0.10
H -3.86 -2.40 0.79
H -2.58 -2.09 -1.34
H -2.44 -4.38 -2.95
H -1.84 -2.69 -3.30
H -3.46 -3.27 -3.77
C -0.86 1.14 -3.52
C -2.25 0.94 -4.12
O -2.62 1.52 -5.14
N -3.03 0.07 -3.45
C -4.30 -0.41 -3.90
H -0.65 0.45 -2.71
H -0.82 2.16 -3.13
H -0.11 1.06 -4.30
H -2.64 -0.31 -2.59
H -4.93 0.40 -4.27
H -4.80 -0.93 -3.09
H -4.16 -1.12 -4.73
C -4.88 1.41 -0.43
C -4.03 2.64 -0.28
O -4.54 3.76 -0.11
N -2.70 2.42 -0.43
C -1.66 3.39 -0.33
H -5.53 1.28 0.44
H -4.30 0.50 -0.58
H -5.53 1.55 -1.30
H -2.40 1.44 -0.56
H -1.08 3.28 0.59
H -2.07 4.40 -0.36
H -0.98 3.31 -1.19
C 3.47 1.14 -5.70
O 3.17 1.20 -4.29
P 3.17 2.59 -3.58
O 2.08 3.46 -3.94
O 3.31 2.21 -2.09
C 2.21 2.43 -1.19
O 4.61 3.14 -3.94
C 4.88 4.49 -3.70
H 3.85 0.14 -5.92
H 4.26 1.84 -5.98
H 2.58 1.37 -6.29
H 1.63 3.28 -1.52
H 2.63 2.60 -0.21
H 1.61 1.52 -1.16
H 5.13 4.99 -4.64
H 5.70 4.57 -3.00
H 4.02 5.03 -3.30
C 1.01 -4.51 3.97
O 2.04 -3.55 3.64
P 2.60 -2.57 4.71
O 2.48 -3.02 6.10
O 4.03 -2.39 4.16
C 4.84 -1.49 4.92
O 1.95 -1.18 4.44
C 0.62 -0.98 4.93
H 1.40 -5.51 3.82
H 0.15 -4.34 3.32
H 0.68 -4.39 5.00
H 5.45 -2.07 5.60
H 4.18 -0.85 5.50
H 5.47 -0.87 4.29
H 0.63 -0.24 5.73
H 0.20 -1.89 5.38
H -0.01 -0.68 4.10
Cl 0.12 2.70 3.66
C 1.47 2.05 2.70
C 2.80 2.63 3.05
Cl 3.53 1.95 4.54
H 1.29 2.25 1.64
H 1.41 0.97 2.77
H 2.74 3.70 3.21
H 3.49 2.43 2.24
Cl -2.75 0.70 5.10
C -3.26 0.97 3.40
C -3.50 -0.35 2.69
Cl -4.80 -1.32 3.41
H -2.46 1.48 2.87
H -4.15 1.58 3.45
H -2.57 -0.92 2.68
H -3.73 -0.18 1.64
Cl 6.32 -2.25 0.29
C 4.69 -2.32 -0.38
C 3.66 -1.63 0.49
Cl 4.04 0.08 0.77
H 4.41 -3.37 -0.43
H 4.65 -1.93 -1.39
H 3.61 -2.13 1.45
H 2.67 -1.71 0.04
```

Net charge: -1
Kohn-Sham gap in Eh: 0.2876
LUMO level in eV: 1.97
Energy in Ha: -5421.30434
HOMO level in eV: -5.85

***

C19H15MnNS4Se4 | the ωB97M-V functional and the def2-TZVPD basis

```
44
C19H15MnNS4Se4 the ωB97M-V functional and the def2-TZVPD basis
Mn 0.94 0.51 -0.40
S 0.35 1.97 1.34
C 0.27 0.91 2.74
C -0.44 1.30 3.87
C -0.52 0.47 4.98
C 0.13 -0.75 4.98
C 0.85 -1.15 3.86
C 0.92 -0.33 2.73
S 1.82 -0.86 1.32
C 3.58 -1.24 -1.38
C 2.45 -1.66 -1.97
C 2.52 -2.74 -2.96
C 1.42 -3.33 -3.44
C 0.14 -2.88 -3.01
C 0.08 -1.78 -2.19
C -1.28 -1.25 -1.86
S -1.44 -0.78 -0.11
C -2.54 0.59 -0.28
C -3.78 0.53 0.33
C -4.68 1.58 0.24
C -4.31 2.71 -0.48
C -3.06 2.79 -1.08
C -2.13 1.74 -0.99
S -0.58 1.92 -1.77
N 1.16 -1.12 -1.71
H -0.96 2.25 3.86
H -1.09 0.79 5.85
H 0.07 -1.41 5.84
H 1.35 -2.11 3.84
H 4.52 -1.70 -1.67
H 3.62 -0.47 -0.63
H 3.51 -3.06 -3.25
H 1.50 -4.15 -4.15
H -0.78 -3.35 -3.34
H -2.04 -2.01 -2.10
H -1.47 -0.35 -2.44
H -4.05 -0.37 0.88
H -5.65 1.52 0.72
H -4.99 3.55 -0.56
H -2.77 3.68 -1.61
Se 4.01 2.25 0.60
Se 6.04 3.00 0.12
Se 4.42 2.59 -3.14
Se 2.88 2.19 -1.56
```

Net charge: -2
2S+1: 6
Kohn-Sham gap (spin up / spin down) in Eh: 0.1859 / 0.1864
LUMO level (spin up / spin down) in eV: 3.95 / 3.93
Energy in Ha: -13137.40121
HOMO level (spin up / spin down) in eV: -1.11 / -1.14
⟨S²⟩: 8.9620

***

C3H9OS | the ωB97M-V functional and the def2-TZVPD basis

```
14
C3H9OS the ωB97M-V functional and the def2-TZVPD basis
C 1.09 -1.44 -2.40
S 1.34 -0.74 -0.75
H 2.10 -1.65 -2.73
H 0.55 -2.40 -2.32
H 0.46 -0.86 -3.08
C -1.23 0.38 1.17
O -0.02 0.94 1.72
C -2.25 1.56 1.15
H -1.16 -0.01 0.17
H -1.54 -0.41 1.86
H 0.62 0.39 1.25
H -1.80 2.36 1.74
H -2.46 1.81 0.11
H -3.25 1.42 1.56
```

Net charge: -1
Kohn-Sham gap in Eh: 0.2369
LUMO level in eV: 4.04
Energy in Ha: -593.12663
HOMO level in eV: -2.40

***

C4H8N2O3 | the ωB97M-V functional and the def2-TZVPD basis

```
17
C4H8N2O3 the ωB97M-V functional and the def2-TZVPD basis
C -0.94 0.02 -0.04
C -0.27 1.36 -0.66
C 0.88 -1.63 -0.41
N 0.21 -0.69 0.47
N 0.98 1.43 0.05
C 1.03 0.40 0.94
O -1.72 0.38 1.06
O -1.68 -0.66 -0.97
O 1.53 0.41 2.05
H -1.27 0.13 1.87
H -2.34 -1.19 -0.51
H 1.51 2.27 0.19
H -0.14 1.23 -1.74
H -0.92 2.21 -0.46
H 1.70 -2.07 0.15
H 0.18 -2.41 -0.68
H 1.26 -1.17 -1.32
```

Net charge: 0
Kohn-Sham gap in Eh: 0.3767
LUMO level in eV: 0.74
Energy in Ha: -492.45817
SMILES string: CN1C(=O)NCC1(O)O
HOMO level in eV: -9.51

***

C3H8S | the ωB97M-V functional and the def2-TZVPD basis

```
12
C3H8S the ωB97M-V functional and the def2-TZVPD basis
C 1.10 0.89 -0.74
C -0.30 0.49 -0.28
C -0.30 -0.94 0.26
S -1.89 -1.37 1.07
H 1.19 1.91 -1.12
H 1.46 0.18 -1.49
H 1.77 0.79 0.11
H -0.65 1.14 0.52
H -1.05 0.54 -1.04
H 0.45 -1.13 1.01
H -0.17 -1.67 -0.54
H -1.59 -0.83 2.26
```

Net charge: 0
Kohn-Sham gap in Eh: 0.3710
LUMO level in eV: 1.06
Energy in Ha: -517.28007
SMILES string: CCCS
HOMO level in eV: -9.03

***

C2H8NO2P | the ωB97M-V functional and the def2-TZVPD basis

```
14
C2H8NO2P the ωB97M-V functional and the def2-TZVPD basis
C 1.08 -0.45 -1.62
C -0.64 -1.36 1.10
N -0.69 1.44 -0.72
O -1.96 1.72 -0.14
O 1.42 0.81 0.90
P 0.20 0.28 -0.14
H 1.85 0.26 -1.83
H 1.57 -1.37 -1.32
H 0.24 -0.51 -2.28
H -1.39 -0.61 1.37
H -0.98 -2.23 0.63
H 0.06 -1.66 1.93
H -1.84 2.56 0.35
H 1.08 1.12 1.77
```

Net charge: 0
Kohn-Sham gap in Eh: 0.3342
LUMO level in eV: 0.54
Energy in Ha: -627.48098
SMILES string: CP(C)(O)=NO
HOMO level in eV: -8.55

***

C6H14N2O | the ωB97M-V functional and the def2-TZVPD basis

```
23
C6H14N2O the ωB97M-V functional and the def2-TZVPD basis
C -0.63 -0.81 1.72
C 1.87 1.27 1.69
C 1.58 0.29 0.64
C 2.04 -0.39 -0.33
O -0.22 0.16 0.81
H -1.67 -1.10 1.52
H -0.01 -1.72 1.67
H -0.57 -0.44 2.76
H 1.63 0.87 2.68
H 1.26 2.16 1.56
H 2.93 1.54 1.66
H 0.89 -0.92 -1.01
H 3.05 -0.52 -0.67
C -1.06 1.11 -1.67
C -1.37 -0.28 -1.19
N -0.33 -1.25 -1.48
N -2.49 -0.77 -0.84
H -0.58 -2.13 -1.05
H -0.20 -1.39 -2.48
H -3.17 -0.05 -0.64
H -1.71 1.82 -1.16
H -0.03 1.37 -1.46
H -1.23 1.18 -2.75
```

Net charge: 0
Kohn-Sham gap in Eh: 0.3398
LUMO level in eV: 0.87
Energy in Ha: -421.61287
HOMO level in eV: -8.38

***

C16H28N2O2Si | the ωB97M-V functional and the def2-TZVPD basis

```
49
C16H28N2O2Si the ωB97M-V functional and the def2-TZVPD basis
O 2.06 2.46 -4.73
O -0.71 -0.82 3.07
C 0.49 -0.96 -4.51
C 0.81 0.26 -5.04
C 0.92 -1.26 -3.19
C 1.94 0.90 -2.98
C 1.57 1.23 -4.32
C 1.63 -0.34 -2.43
N 1.75 -0.55 -1.03
N 0.96 1.00 1.30
C 1.40 2.89 -5.81
C -0.11 0.43 3.39
C 1.19 0.59 2.73
C 2.77 0.25 -0.29
C 0.59 -1.00 -0.24
C 2.01 1.44 0.35
C -0.07 0.27 0.49
C -2.60 -3.06 3.78
C -3.38 -0.95 1.70
C -3.06 -0.25 4.61
Si -2.29 -1.30 3.29
H -0.02 -1.70 -5.11
H 0.71 0.41 -6.12
H 0.81 -2.25 -2.84
H 2.43 1.66 -2.35
H 0.36 3.06 -5.55
H 1.36 2.16 -6.61
H 1.91 3.75 -6.28
H -0.84 1.15 3.09
H 0.02 0.42 4.52
H 1.74 -0.35 2.75
H 1.67 1.39 3.22
H 3.54 0.60 -1.00
H 3.17 -0.33 0.46
H 0.75 -1.80 0.48
H -0.15 -1.44 -0.89
H 1.56 2.09 -0.42
H 2.73 2.08 0.81
H -0.52 0.98 -0.17
H -0.83 -0.06 1.17
H -3.41 -3.07 4.56
H -1.64 -3.34 4.11
H -2.79 -3.86 3.08
H -2.75 -0.44 1.01
H -3.73 -1.92 1.33
H -4.28 -0.33 1.99
H -4.13 -0.23 4.48
H -2.63 0.76 4.52
H -2.92 -0.64 5.61
```

Net charge: 0
Kohn-Sham gap in Eh: 0.2931
LUMO level in eV: 0.81
Energy in Ha: -1175.89956
SMILES string: COc1cccc(N2CCN(CCO[Si](C)(C)C)CC2)c1
HOMO level in eV: -7.16

***

C15H41AsCl8F6O14P3 | the ωB97M-V functional and the def2-TZVPD basis

```
88
C15H41AsCl8F6O14P3 the ωB97M-V functional and the def2-TZVPD basis
As 0.33 -0.88 0.41
F 1.82 -1.54 1.10
F -0.47 -2.47 0.77
F -1.24 -0.30 -0.37
F 1.15 0.68 0.19
F 0.91 -1.41 -1.25
F -0.30 -0.30 2.01
C 0.04 3.44 1.38
O -1.09 3.80 0.63
P -0.81 4.57 -0.79
O -2.09 4.99 -1.41
O 0.18 5.81 -0.37
C 0.25 6.95 -1.20
O 0.11 3.53 -1.63
C -0.59 2.46 -2.15
H 0.11 2.38 1.64
H -0.06 4.01 2.31
H 0.98 3.74 0.93
H -0.43 6.92 -2.04
H 1.23 7.18 -1.61
H -0.11 7.80 -0.62
H -0.85 2.73 -3.17
H -1.44 2.13 -1.56
H 0.08 1.60 -2.14
C 4.26 0.64 1.57
O 4.08 0.30 2.93
P 5.30 -0.69 3.59
O 6.67 -0.16 3.58
O 4.73 -0.86 5.12
C 5.01 0.15 6.09
O 5.11 -2.13 2.84
C 3.90 -2.93 3.10
H 3.28 0.47 1.12
H 5.09 0.09 1.10
H 4.42 1.71 1.51
H 5.13 -0.36 7.05
H 4.17 0.84 6.04
H 5.88 0.65 5.67
H 3.29 -2.99 2.19
H 3.26 -2.58 3.91
H 4.27 -3.92 3.36
C -2.15 -1.45 -8.49
O -1.59 -1.50 -7.21
P -2.31 -0.71 -5.94
O -2.43 0.77 -6.04
O -3.61 -1.59 -5.74
C -3.59 -2.99 -5.70
O -1.47 -1.14 -4.60
C -1.76 -0.67 -3.32
H -3.20 -1.18 -8.53
H -2.10 -2.42 -8.99
H -1.60 -0.74 -9.11
H -3.99 -3.35 -4.75
H -2.61 -3.43 -5.87
H -4.21 -3.42 -6.50
H -0.82 -0.57 -2.78
H -2.22 -1.41 -2.66
H -2.17 0.33 -3.37
C -3.52 1.38 1.48
C -4.29 2.70 1.25
O -5.71 2.59 1.34
O -3.80 0.82 2.74
H -2.46 1.63 1.40
H -3.71 0.58 0.77
H -3.99 2.98 0.24
H -3.87 3.46 1.92
H -6.01 3.50 1.32
H -3.31 0.00 2.85
C -3.10 -2.84 -0.61
Cl -4.35 -3.06 -1.82
Cl -3.21 -4.01 0.77
H -2.10 -2.87 -1.05
H -3.23 -1.87 -0.12
C 3.25 -3.03 -1.43
Cl 4.59 -3.77 -0.51
Cl 3.47 -3.21 -3.24
H 2.36 -3.53 -1.05
H 3.29 -1.97 -1.19
C -0.10 -3.85 3.14
Cl 1.02 -4.96 4.08
Cl -1.56 -3.54 4.04
H 0.48 -2.94 2.99
H -0.32 -4.31 2.18
C 1.24 -0.14 5.10
Cl 1.36 1.59 5.76
Cl 1.50 -1.32 6.45
H 0.29 -0.33 4.60
H 2.04 -0.30 4.38
```

Net charge: -2
2S+1: 2
Kohn-Sham gap (spin up / spin down) in Eh: 0.0976 / 0.3305
LUMO level (spin up / spin down) in eV: 3.67 / 3.67
Energy in Ha: -9190.44943
HOMO level (spin up / spin down) in eV: 1.01 / -5.33
⟨S²⟩: 0.7521

***

C31H23F5IN4O4RuS | the ωB97M-V functional and the def2-TZVPD basis

```
70
C31H23F5IN4O4RuS the ωB97M-V functional and the def2-TZVPD basis
Ru 0.15 0.06 -1.03
C 3.17 -3.46 -0.69
C 1.79 -3.84 -1.11
N 1.47 -5.10 -1.21
C 0.21 -5.46 -1.53
C -0.80 -4.56 -1.76
C -2.20 -5.07 -1.98
O -2.85 -4.56 -3.14
C -0.47 -3.17 -1.70
C -1.49 -2.21 -1.99
N -1.49 -0.93 -1.79
C -2.71 -0.21 -2.03
C -3.95 -0.85 -2.11
C -5.13 -0.15 -2.27
C -5.11 1.24 -2.36
C -3.90 1.90 -2.29
C -2.74 1.17 -2.13
I -0.96 2.31 -1.90
C 0.84 -2.81 -1.38
O 1.28 -1.57 -1.33
H 3.76 -4.35 -0.50
H 3.14 -2.85 0.21
H 3.66 -2.86 -1.47
H 0.02 -6.52 -1.60
H -2.83 -4.77 -1.14
H -2.18 -6.16 -2.00
H -2.46 -4.97 -3.92
H -2.37 -2.64 -2.45
H -4.02 -1.93 -2.00
H -6.06 -0.69 -2.32
H -6.03 1.80 -2.46
H -3.87 2.98 -2.34
O -2.14 0.24 0.75
S -1.24 -0.05 1.84
O -1.38 -1.28 2.55
N 0.21 0.08 1.12
C 1.46 0.17 1.68
C 1.81 -0.04 3.00
C 3.16 0.05 3.39
C 4.15 0.34 2.49
C 3.82 0.57 1.13
C 4.77 0.83 0.12
C 4.35 1.01 -1.17
C 2.98 0.96 -1.46
N 2.07 0.74 -0.53
C 2.47 0.51 0.75
C -1.27 1.28 2.99
C -1.45 1.01 4.34
C -1.41 2.06 5.25
C -1.19 3.35 4.80
C -1.02 3.61 3.45
C -1.06 2.58 2.53
H 1.05 -0.30 3.72
H 3.42 -0.13 4.42
H 5.19 0.39 2.80
H 5.82 0.88 0.37
H 5.05 1.19 -1.97
H 2.62 1.11 -2.47
H -1.62 -0.01 4.66
H -1.56 1.86 6.30
H -1.14 4.16 5.52
H -0.86 4.63 3.11
H -0.93 2.76 1.47
F 1.50 3.80 -0.06
C 1.25 4.17 -1.30
F 2.25 3.85 -2.10
C 0.85 5.64 -1.41
F -0.12 5.90 -0.53
F 0.41 5.90 -2.64
F 1.89 6.42 -1.14
```

Net charge: +1
2S+1: 5
Kohn-Sham gap (spin up / spin down) in Eh: 0.2678 / 0.2234
LUMO level (spin up / spin down) in eV: -3.53 / -4.76
Energy in Ha: -3004.92219
HOMO level (spin up / spin down) in eV: -10.82 / -10.84
⟨S²⟩: 6.0250